[1]
C21H36BeP2Se as an isolated structure, computed with ωB97M-V with the def2-TZVPD basis set.

XYZ file:
```
61
Properties=species:S:1:pos:R:3:forces:R:3:lowdin_charge:R:1
P 1.1714 2.0975 1.8385 -0.87 -0.62 -1.47 0.90
P 1.8698 0.1258 -1.5055 -0.43 -0.50 0.37 0.82
C 2.6795 1.9595 0.7126 0.76 1.20 0.78 -0.35
C 2.6545 1.6806 -0.8055 -0.01 -0.53 -0.86 -0.38
H 3.4393 1.3644 1.2380 -0.25 0.07 -0.29 0.09
H 3.0291 2.9923 0.7872 0.24 -0.58 -0.31 0.03
H 2.2914 2.5711 -1.3495 -0.07 -0.58 0.19 0.10
H 3.6798 1.4936 -1.1281 -0.37 0.49 0.35 0.02
C 3.1242 -1.2009 -1.2452 0.50 0.41 -0.42 -0.24
H 2.8269 -2.0607 -1.8697 0.18 0.30 0.28 0.05
H 3.0896 -1.5058 -0.1842 -0.05 0.17 -0.49 0.04
H 4.1469 -0.8836 -1.5109 -0.18 -0.32 0.06 0.03
C 1.7187 0.5409 -3.2751 0.42 0.02 -0.28 -0.27
H 2.6209 1.0554 -3.6517 -0.31 -0.21 0.02 0.05
H 0.8342 1.1912 -3.3960 0.39 -0.31 0.18 0.01
H 1.5598 -0.3871 -3.8495 0.09 0.35 0.20 0.05
C 1.5886 1.5170 3.4911 0.26 0.16 0.66 -0.24
H 0.6528 1.2444 4.0037 0.28 0.09 -0.22 0.05
H 2.1028 2.2744 4.0949 -0.01 -0.13 -0.07 0.04
H 2.2145 0.6152 3.4480 -0.22 0.25 -0.18 0.06
C 0.5149 3.7749 1.8133 0.48 0.81 0.31 -0.24
H 0.0809 3.9809 0.8254 0.13 -0.23 0.25 0.04
H 1.2692 4.5356 2.0435 -0.22 0.08 0.01 0.02
H -0.2932 3.8478 2.5557 0.21 -0.11 -0.23 0.06
Be 0.9009 0.7698 0.2894 -3.36 -0.97 -0.91 -0.38
C 5.0999 3.3958 -0.9699 0.57 -0.22 -0.72 -0.11
C 5.6329 2.2207 -0.6005 1.03 0.82 -0.96 -0.13
C 6.7118 2.1238 0.4385 0.09 -0.32 0.49 -0.18
C 6.4892 2.9809 1.7202 0.53 -0.17 -0.27 -0.18
C 5.0514 3.2121 2.0973 -0.29 1.13 0.58 -0.12
C 4.3220 4.2874 1.7273 1.42 -0.18 1.31 -0.14
C 4.8505 5.3148 0.7674 -0.21 0.25 -0.46 -0.17
C 5.5742 4.7437 -0.4926 0.12 0.48 0.35 -0.17
C 0.2301 -0.5929 1.0377 0.18 -0.96 0.56 -0.28
H 4.3823 3.4587 -1.7994 0.23 -0.29 0.41 0.11
H 5.5268 1.3034 -1.2137 -0.44 0.62 0.56 0.11
H 7.6977 2.3738 0.0142 -0.25 0.02 0.00 0.12
H 6.7997 1.0772 0.7404 -0.04 -0.02 -0.01 0.10
H 6.9945 2.4570 2.5517 -0.25 0.25 -0.28 0.11
H 7.0368 3.9269 1.5919 -0.40 -0.16 0.18 0.10
H 4.6476 2.4869 2.8111 -0.08 0.30 -0.17 0.11
H 3.3910 4.5564 2.2556 0.36 -0.54 -0.48 0.10
H 5.5294 6.0267 1.2621 -0.12 -0.23 0.02 0.12
H 4.0126 5.9264 0.4249 -0.06 -0.02 0.02 0.10
H 5.4258 5.4719 -1.3095 0.07 -0.33 0.28 0.11
H 6.6567 4.7467 -0.2901 -0.33 -0.24 -0.18 0.10
H -0.4288 -1.0900 0.3156 0.20 -0.08 0.10 -0.02
H -0.4016 -0.2576 1.8699 0.02 -0.24 0.04 -0.01
H 0.9309 -1.3469 1.4124 -0.08 -0.22 0.21 -0.01
Se -0.9527 1.4386 -1.1587 -0.09 1.58 0.36 0.67
C -2.0015 -0.0443 -1.6795 -0.68 -1.02 -0.75 -0.64
C -1.3911 -1.2412 -2.1238 -0.17 0.57 0.49 -0.16
C -2.1496 -2.3769 -2.3870 -0.29 0.16 -0.10 -0.10
C -3.5449 -2.3325 -2.3181 0.35 0.45 0.19 -0.11
C -4.1755 -1.1214 -1.9963 0.18 -0.13 -0.17 -0.11
C -3.4300 0.0209 -1.7182 1.10 -0.05 0.36 -0.13
H -0.2992 -1.2599 -2.2232 -0.50 -0.16 0.18 0.06
H -1.6360 -3.2988 -2.6425 -0.13 0.04 -0.08 0.10
H -4.1276 -3.2207 -2.5216 -0.03 0.00 0.03 0.09
H -5.2650 -1.0763 -1.9530 0.27 0.03 -0.09 0.10
H -3.9148 0.9771 -1.5001 0.14 -0.41 0.07 0.09
```
Positions in Å, forces in eV/Å.

The gap between HOMO and LUMO comes out at 6.690 eV. The value obtained for the HOMO energy is -6.4 eV.

[2]
C21H36Cl3N2O4SiYb as an isolated structure, computed with ωB97M-V with the def2-TZVPD basis set.

XYZ file:
```
68
Properties=species:S:1:pos:R:3:forces:R:3:lowdin_spin:R:1
C 1.8705 5.7581 -0.0133 -0.03 0.53 0.05 0.00
C 0.9292 4.7879 -0.6582 -0.13 -0.16 -0.56 0.00
H 1.4571 6.7769 -0.0833 0.27 -0.24 0.06 0.00
H 2.8496 5.7494 -0.5222 -0.39 0.11 0.26 0.00
H 2.0297 5.5276 1.0522 -0.01 0.07 -0.37 0.00
C 0.2328 5.0736 -1.7659 0.20 -0.44 0.56 0.00
C 0.1933 6.3933 -2.4415 -0.04 0.35 -0.51 0.00
H -0.3645 4.2913 -2.2402 0.09 0.27 0.37 0.00
H 1.1519 6.6310 -2.9160 -0.08 0.11 0.04 0.00
H -0.0662 7.2178 -1.7642 0.11 -0.18 -0.09 0.00
H -0.5655 6.3507 -3.2287 0.14 0.25 0.06 0.00
Yb 0.2964 -2.3363 -0.2704 1.04 -2.33 1.75 0.99
Cl 0.7554 -1.7274 2.6138 1.51 3.35 -0.01 0.00
Cl 2.7778 -2.7731 -0.2611 -0.58 0.15 -0.17 0.00
C -2.5807 -2.3285 0.9718 -0.12 0.60 -0.06 0.00
O -1.9857 -3.1821 0.2692 -0.19 0.81 -0.18 0.00
N -3.7254 -1.6889 0.6471 1.09 -0.56 -0.27 0.00
C -4.2909 -1.8353 -0.6894 -0.26 -0.25 0.05 0.00
C -4.1697 -0.5448 1.4428 -0.03 0.00 0.71 0.00
H -2.1325 -1.9622 1.9215 -0.34 -0.44 -0.32 0.00
H -3.5057 -1.9310 -1.4495 -0.11 -0.01 0.27 0.00
H -4.8880 -0.9403 -0.8818 0.14 -0.24 -0.18 0.00
H -4.9516 -2.7118 -0.7326 0.21 0.17 -0.11 0.00
H -3.3331 0.1189 1.7105 -0.19 -0.25 -0.22 0.00
H -4.6582 -0.8786 2.3732 0.11 0.13 -0.37 0.00
H -4.8909 0.0221 0.8472 0.20 -0.09 0.26 0.00
H 2.1360 0.9197 -3.4800 -0.14 -0.31 -0.10 0.00
H -0.4653 1.8322 -4.1370 0.02 -0.22 -0.06 0.00
C 1.7732 0.0295 -4.0154 0.22 0.22 0.18 0.00
C -0.5245 0.8268 -4.5715 -0.10 0.01 0.07 0.00
N 0.3298 -0.1033 -3.8452 -0.34 -1.20 0.20 0.00
H 2.2554 -0.8694 -3.6125 -0.06 0.35 -0.16 0.00
C -0.1825 -1.1381 -3.1562 0.01 1.07 -0.44 0.00
O 0.4976 -1.9788 -2.5338 -0.28 -0.03 0.23 0.00
H -1.5595 0.4775 -4.5100 0.18 0.12 -0.11 0.00
H -1.2866 -1.1914 -3.1454 0.37 0.12 -0.11 0.00
H 2.0100 0.1625 -5.0800 -0.13 -0.19 0.24 0.00
H -0.2092 0.8879 -5.6192 -0.10 -0.13 0.18 0.00
O 1.8314 2.5111 -0.5303 -2.19 0.93 -0.61 0.00
C 0.8291 3.4160 -0.0230 -0.03 -0.74 -0.04 0.00
C -0.9137 2.1548 -1.3751 -0.45 0.52 -0.10 0.00
C -0.5805 2.8722 -0.2318 0.32 -0.10 0.05 0.00
H -0.0912 1.8231 -2.0235 -0.51 0.17 0.29 0.00
C -2.2673 1.8904 -1.6547 0.61 0.31 0.26 0.00
H 0.9555 3.5362 1.0609 0.17 -0.07 -0.04 0.00
C -1.5638 3.2305 0.6996 0.36 -0.03 -0.53 0.00
H -2.5194 1.3336 -2.5564 -0.13 0.13 0.22 0.00
C -3.2526 2.3100 -0.7612 0.20 -0.05 -0.18 0.00
C -2.8986 2.9766 0.4171 -0.04 -0.06 0.14 0.00
H -1.2316 3.7416 1.6076 -0.37 -0.09 -0.23 0.00
H -4.2978 2.0981 -0.9780 0.15 0.11 0.04 0.00
H -3.6646 3.3142 1.1162 0.12 -0.20 -0.18 0.00
Si 3.3558 2.1849 -0.1368 1.41 -1.18 0.82 0.00
Cl -0.9385 -0.3811 -0.2132 -0.57 1.50 0.15 0.00
C 4.0019 0.9541 -1.3929 -0.06 0.00 -0.28 0.00
C 3.4041 1.3070 1.5171 -0.02 0.14 0.12 0.00
C 4.4674 3.6810 -0.1249 0.27 0.45 0.09 0.00
H 3.2312 0.2409 -1.7265 0.29 0.25 0.23 0.00
H 4.8069 0.3558 -0.9446 -0.14 0.18 -0.10 0.00
H 4.4141 1.4769 -2.2669 -0.09 -0.19 0.02 0.00
H 4.3991 4.2199 -1.0841 0.08 -0.12 0.27 0.00
H 5.5216 3.3849 0.0197 -0.39 0.02 -0.07 0.00
H 4.2165 4.3880 0.6857 0.12 -0.30 -0.33 0.00
H 2.5123 0.6758 1.6738 0.32 0.20 -0.04 0.00
H 3.4829 2.0233 2.3462 -0.06 -0.24 -0.03 0.00
H 4.2873 0.6517 1.5431 -0.22 0.16 0.11 0.00
O -0.7494 -3.7488 3.8051 1.03 1.68 -0.10 0.00
C -0.2120 -3.3498 2.8353 -2.44 -4.92 -1.13 0.00
```
Positions in Å, forces in eV/Å.

As for the multiplicity: 2. The gap between HOMO and LUMO (alpha / beta) comes out at 6.433 / 5.691 eV. The value obtained for the HOMO energy (alpha / beta) is -6.5 / -6.5 eV.

[3]
C21H36F3LiN6O4PS3Te as an isolated structure, computed with ωB97M-V with the def2-TZVPD basis set.

XYZ file:
```
76
Properties=species:S:1:pos:R:3:forces:R:3:lowdin_charge:R:1
Li -0.4069 -1.5671 0.5850 -0.52 -0.15 0.07 0.40
F -1.8141 -3.4709 -4.0497 0.25 0.46 0.96 0.12
C -2.8232 -3.0701 -3.2953 -2.44 0.22 -3.67 -0.23
F -3.3093 -1.8695 -3.8213 1.15 -1.80 1.50 0.06
F -3.8250 -3.9970 -3.5284 1.21 1.10 1.19 0.05
S 0.8674 -3.5213 -0.8535 0.85 0.37 0.42 0.52
C 2.4469 -2.8811 -1.0782 -0.29 0.46 0.37 -0.85
N 2.6885 -2.2292 -2.2451 -0.87 -0.76 -0.30 -0.01
C 4.0339 -2.0449 -2.7543 0.15 -2.00 -2.15 -0.23
C 4.9621 -1.5727 -1.7018 0.06 -1.35 2.19 -0.14
C 4.8490 -2.6487 -0.4984 0.13 1.71 -1.18 -0.14
N 3.4570 -2.9079 -0.1698 -0.97 -0.81 0.87 0.00
H 1.8398 -2.2806 -2.8500 1.41 0.18 0.47 0.13
H 4.0099 -1.4847 -3.6821 -0.21 0.89 0.26 0.11
H 4.4761 -3.0298 -3.2260 -0.84 1.11 1.23 0.15
H 4.7430 -0.6072 -1.2803 -0.31 0.51 -0.13 0.11
H 5.9744 -1.5808 -2.0790 0.32 0.02 0.02 0.11
H 5.3568 -2.2824 0.4030 -0.08 -0.15 -0.33 0.12
H 5.3156 -3.5432 -0.8782 0.32 -0.53 0.16 0.10
H 3.2452 -3.2956 0.7850 0.08 0.58 -1.72 0.14
C -5.8124 -1.9302 -1.7396 0.87 1.23 -2.21 -0.11
C -5.7242 -2.2663 -0.3136 1.05 0.39 1.66 -0.23
O -4.2870 -2.0347 0.1108 -2.27 0.14 -2.42 -0.30
P -3.5461 -2.7108 1.2893 -0.02 0.38 2.39 -0.09
O -2.0971 -2.4369 1.1362 1.28 0.23 -0.31 -0.48
Te -4.6213 -2.2159 3.3370 0.03 0.38 0.44 0.15
O -3.8888 -4.2414 1.1231 0.38 -1.43 -0.23 -0.37
C -3.2693 -5.2796 1.9519 -1.34 -0.08 -0.67 -0.28
C -2.7458 -6.2912 0.9237 -1.72 -1.60 2.74 -0.08
H -6.8038 -1.6783 -2.1290 -0.26 -0.46 0.52 0.08
H -5.3735 -2.6624 -2.4287 -0.12 0.17 0.35 0.05
H -5.2802 -0.9547 -1.8907 -0.10 -0.86 0.10 0.10
H -5.9855 -3.3098 -0.0544 -0.03 0.74 0.03 0.12
H -6.3206 -1.4833 0.1880 0.25 -0.86 0.54 0.11
H -4.1471 -5.7115 2.5723 1.72 0.71 -0.71 0.13
H -2.4266 -4.9047 2.5902 -1.01 -0.03 -0.50 0.11
H -3.5888 -6.7785 0.3771 0.76 0.43 0.33 0.09
H -2.2293 -7.0333 1.5677 -0.17 -0.13 -0.68 0.08
H -2.0483 -5.8630 0.2940 1.32 0.97 -1.42 0.04
C -1.4716 5.8608 -1.5277 0.87 -0.72 -1.40 -0.12
C -1.6292 5.5210 -0.0482 -0.78 -0.03 -0.18 -0.24
C -0.7688 4.3403 0.4233 0.18 0.71 2.30 -0.22
N -0.6598 3.2370 -0.4875 0.64 0.09 0.45 -0.03
C -0.2234 2.0123 -0.0396 0.23 0.33 -0.80 -0.84
S -1.0180 0.6725 -0.7415 0.25 -0.45 0.45 0.53
N 0.8236 1.8900 0.7972 -0.15 0.25 0.24 0.08
C 1.8378 2.8093 1.3608 0.31 1.39 -1.41 -0.41
O 2.0018 2.7820 2.6055 -0.24 -0.17 0.39 -0.09
C 2.6351 3.7458 0.4751 -2.02 -2.55 1.86 -0.19
C 3.3508 4.7912 1.0906 1.09 1.18 -1.25 -0.05
C 4.2589 5.5330 0.3147 -1.01 -0.70 -0.41 -0.12
C 4.3978 5.2412 -1.0412 1.34 -0.03 -0.88 -0.16
C 3.7174 4.1684 -1.6447 -1.49 0.46 0.48 -0.12
C 2.7620 3.4699 -0.8949 0.18 0.52 -1.48 -0.06
H -1.3641 4.9562 -2.2244 -0.15 1.06 1.17 0.09
H -0.5631 6.4672 -1.7170 -0.31 -0.39 0.23 0.08
H -2.2870 6.4269 -1.9571 -0.40 0.22 0.20 0.05
H -2.6995 5.3377 0.2363 0.74 -0.16 -0.62 0.11
H -1.3969 6.4119 0.5533 0.26 -0.31 -0.11 0.10
H -1.2941 4.0004 1.3614 0.72 0.10 -0.53 0.13
H 0.2467 4.6623 0.7309 -0.54 -0.02 -0.27 0.11
H -1.4598 3.1825 -1.0733 -0.46 -0.60 -0.53 0.07
H 0.8219 0.9573 1.2298 0.52 0.45 -0.20 0.00
H 3.1288 5.2009 2.0536 -0.15 -0.59 0.67 0.09
H 4.7942 6.3891 0.6964 -0.04 0.06 0.32 0.08
H 5.0912 5.8369 -1.6742 -0.49 -0.41 0.58 0.09
H 3.7318 4.0480 -2.7305 0.25 -0.11 0.32 0.09
H 2.0146 2.8351 -1.4217 0.89 0.14 0.63 0.11
N 0.8607 0.7653 4.2118 0.19 -0.72 -0.45 0.13
C 0.8775 -0.4501 3.6902 -0.51 -1.17 0.99 -0.89
N 0.0897 -1.3815 4.3170 1.47 -1.01 -1.40 0.09
S 1.8652 -0.9147 2.3561 -0.70 0.10 0.33 0.55
H 0.4046 0.9702 5.0705 -0.41 0.04 0.37 0.11
H 1.3933 1.4734 3.7481 0.49 1.17 -0.70 0.04
H -0.4603 -1.2145 5.1288 -0.33 0.36 0.32 0.09
H 0.2988 -2.3638 4.0851 -0.48 1.07 0.10 0.10
```
Positions in Å, forces in eV/Å.

The net charge is -1. The gap between HOMO and LUMO (alpha / beta) comes out at 5.957 / 2.482 eV. The value obtained for the HOMO energy (alpha / beta) is -3.9 / -2.0 eV.

The energy above the lowest of the compared OMol25 structures with the same formula, charge and spin results, record by record, are as follows: 0.0, 0.0, 25.7 kcal per mole.